# 1
7
Properties=species:S:1:pos:R:3 method="wB97M-V/def2-TZVPD" gap_ha=0.3804 e_homo_ev=-10.27
C 0.03 0.48 0.56
C 3.72 0.52 -0.42
O 0.59 0.01 -0.39
O 3.83 0.30 0.87
O 4.59 -0.35 -0.21
H -1.06 0.32 0.65
H 0.59 1.06 1.36

# 2
7
Properties=species:S:1:pos:R:3 method="wB97M-V/def2-TZVPD" gap_ha="0.3172 / 0.3377" e_homo_ev="-8.60 / -9.00"
C -1.49 -0.15 -0.44
C 0.93 -0.07 0.62
O -2.46 0.00 0.20
O 1.83 -0.73 -0.11
O 1.51 0.67 -0.36
H -1.43 -0.10 -1.46
H 1.11 0.38 1.55

# 3
7
Properties=species:S:1:pos:R:3 method="wB97M-V/def2-TZVPD" gap_ha=0.3422 e_homo_ev=-9.26
C 1.40 0.20 0.08
C -0.55 -0.37 0.42
O 2.14 -0.64 0.20
O 0.97 1.26 -0.16
O -1.13 -0.82 -0.61
H -1.05 0.51 0.99
H -1.77 -0.14 -0.92

# 4
8
Properties=species:S:1:pos:R:3 method="wB97M-V/def2-TZVPD" gap_ha=0.3168 e_homo_ev=-10.02
C 0.09 -1.92 -1.15
C -0.09 -0.54 -1.61
O 1.03 1.01 2.93
O -1.00 1.02 1.52
O 0.63 -0.91 -0.48
S -0.24 1.63 2.58
H 0.56 -0.19 -2.46
H -0.97 -0.11 -1.33

# 5
8
Properties=species:S:1:pos:R:3 method="wB97M-V/def2-TZVPD" gap_ha=0.3445 e_homo_ev=-10.11
C -0.60 0.43 -0.51
C -1.71 -0.02 -0.01
O 1.75 -1.26 0.08
O 2.49 0.56 1.33
O 0.37 0.92 -0.93
S 2.34 0.06 -0.01
H -2.70 0.43 0.05
H -1.93 -1.12 -0.01

# 6
8
Properties=species:S:1:pos:R:3 method="wB97M-V/def2-TZVPD" gap_ha=0.3206 e_homo_ev=-9.71
C -0.86 -0.02 0.53
C -0.59 -0.96 1.28
O 1.26 0.97 -2.88
O 1.29 0.38 -0.48
O -1.28 0.81 -0.14
S 1.01 1.36 -1.49
H 0.03 -0.60 2.07
H -0.86 -1.94 1.09

# 7
8
Properties=species:S:1:pos:R:3 method="wB97M-V/def2-TZVPD" gap_ha=0.3303 e_homo_ev=-9.94
C -0.52 0.70 0.83
C -1.28 0.68 -0.21
O 0.63 -1.97 -0.14
O 0.31 0.47 1.66
O 1.84 -0.03 -0.79
S 1.75 -1.07 0.19
H -1.63 -0.27 -0.56
H -1.09 1.49 -0.98

# 8
8
Properties=species:S:1:pos:R:3 method="wB97M-V/def2-TZVPD" gap_ha=0.3337 e_homo_ev=-9.92
C -0.68 0.39 -1.30
C 0.56 0.34 -0.94
O -0.85 -1.49 1.37
O -1.80 0.46 -1.58
O 0.92 -0.15 2.38
S -0.38 -0.19 1.77
H 1.16 1.23 -0.92
H 1.06 -0.60 -0.78

# 9
9
Properties=species:S:1:pos:R:3 method="wB97M-V/def2-TZVPD" charge=-1 gap_ha=0.2956 e_homo_ev=-3.78
C 0.91 -0.61 0.13
C 1.08 0.68 0.22
O -2.38 -0.14 -1.47
O -1.67 0.14 1.02
O -0.10 -1.09 -0.76
O 0.26 1.51 -0.31
P -1.39 -0.09 -0.38
H 1.53 -1.49 0.54
H 1.77 1.09 1.01

# 10
10
Properties=species:S:1:pos:R:3 method="wB97M-V/def2-TZVPD" gap_ha="0.1362 / 0.2524" e_homo_ev="-4.93 / -8.17" spin_multiplicity=2
C 1.86 1.63 0.72
O 1.16 2.39 0.01
O 2.84 1.85 1.42
C -0.33 -1.25 0.20
O -0.03 -2.31 0.67
Rb -1.61 2.02 -1.64
O -0.13 -0.91 -1.08
H 0.12 -1.67 -1.64
O -1.60 -0.57 0.51
H -2.28 -1.18 0.82

# 11
10
Properties=species:S:1:pos:R:3 method="wB97M-V/def2-TZVPD" gap_ha="0.2643 / 0.1792" e_homo_ev="-8.18 / -8.18" spin_multiplicity=2
C -1.49 -0.21 -0.71
O -0.82 0.80 -0.38
O -2.62 -0.27 -1.19
C -0.82 -1.66 -0.25
O -1.35 -2.72 -0.45
Rb 1.85 1.05 0.73
O -0.02 -1.46 0.81
H 0.22 -2.32 1.21
O 2.78 -1.50 -0.87
H 2.51 -1.91 -1.71

# 12
10
Properties=species:S:1:pos:R:3 method="wB97M-V/def2-TZVPD" charge=-2 gap_ha=0.2272 e_homo_ev=0.36
C 1.83 -0.13 0.22
C 0.02 -0.15 -0.37
O 2.27 1.02 0.16
O -1.18 2.08 -0.22
O 2.40 -1.21 0.22
O -2.35 0.03 0.70
O -0.56 -1.43 -0.25
S -1.06 0.90 0.68
H 0.05 0.20 -1.36
H -1.42 -1.32 0.20

# 13
12
Properties=species:S:1:pos:R:3 method="wB97M-V/def2-TZVPD" charge=-2 gap_ha="0.2397 / 0.2396" e_homo_ev="-0.39 / -0.39"
C 0.57 -0.04 -0.83
C -0.52 -0.11 2.59
O -0.91 -0.04 -2.97
O 0.20 2.12 1.07
O 0.23 -2.13 -2.39
O 1.80 1.12 2.66
O 0.99 -0.39 0.26
O -1.73 -1.41 -1.11
S -0.57 -0.99 -1.90
S 0.53 0.96 1.93
H 0.83 0.92 -1.29
H -1.43 -0.01 1.97

# 14
6
Properties=species:S:1:pos:R:3 method="wB97M-V/def2-TZVPD" gap_ha=0.3109 e_homo_ev=-8.94
C -1.35 1.38 1.77
C 0.70 -0.53 -0.74
O -1.49 0.87 0.74
S 0.96 -1.72 0.34
H -0.23 0.04 -0.76
H 1.41 -0.04 -1.34

# 15
7
Properties=species:S:1:pos:R:3 method="wB97M-V/def2-TZVPD" gap_ha=0.2872 e_homo_ev=-7.71
C -0.55 -0.66 0.03
C -0.55 0.66 0.03
O 1.85 0.00 -0.29
S 1.04 -1.42 0.11
S 1.04 1.42 0.11
H -1.41 -1.31 0.01
H -1.41 1.31 0.01

# 16
8
Properties=species:S:1:pos:R:3 method="wB97M-V/def2-TZVPD" gap_ha=0.2745 e_homo_ev=-8.85 smiles="OC(=S)C(=S)S"
C 0.67 0.09 -0.10
C -0.82 -0.39 -0.03
H -0.47 1.75 0.36
H -1.76 -1.76 1.09
O -0.76 -1.60 0.64
S 0.88 1.75 0.22
S 1.90 -1.04 -0.26
S -2.20 0.21 -0.32

# 17
8
Properties=species:S:1:pos:R:3 method="wB97M-V/def2-TZVPD" gap_ha="0.2450 / 0.2450" e_homo_ev="-8.44 / -8.44"
C 1.17 -0.46 0.43
C -0.58 -0.41 -0.77
P 0.84 -0.22 2.00
P -1.00 0.49 0.84
S -0.51 0.36 -2.20
S -1.10 2.41 0.66
H 1.97 -0.70 -0.24
H -0.80 -1.47 -0.74

# 18
5
Properties=species:S:1:pos:R:3 method="wB97M-V/def2-TZVPD" gap_ha=0.3505 e_homo_ev=-9.94 smiles=C#CS
C -0.45 -0.92 0.75
C -0.05 0.17 0.65
S 0.40 2.18 0.07
H -0.54 -1.89 0.60
H -0.34 2.04 -1.11

# 19
6
Properties=species:S:1:pos:R:3 method="wB97M-V/def2-TZVPD" gap_ha=0.3080 e_homo_ev=-8.41 smiles=SC#CS
C 0.43 -0.64 0.26
C -0.19 0.61 -0.43
S -0.18 -1.53 1.54
S -0.72 1.31 -1.83
H 0.97 -2.32 1.86
H -0.31 2.57 -1.40

# 20
6
Properties=species:S:1:pos:R:3 method="wB97M-V/def2-TZVPD" gap_ha="0.2682 / 0.2686" e_homo_ev="-7.56 / -7.57"
C -0.92 0.86 0.01
C 0.84 -0.39 -0.07
S -2.23 0.16 0.55
S 0.46 1.25 -0.71
H 1.40 -0.56 0.75
H 0.45 -1.32 -0.55

In order of appearance, energy relative to the best compared isomer or geometry (same formula, charge and spin) = 603.7; 759.9; 269.1; 468.7; 246.3; 239.3; 228.4; 177.3; 123.1; 5.4; 14.4; 106.0; 337.4; 29.3; 155.5; 133.0; 349.9; 236.0; 356.0; 256.6 kJ/mol.